Entry 1:
Formula: C11H18ClNO5P
Source: the OMol25 dataset
Level of theory: ωB97M-V/def2-TZVPD

```
37
Properties=species:S:1:pos:R:3:forces:R:3
C 2.58974 3.05412 1.20652 0.0 -0.2 -0.2
C 2.09478 2.26105 -0.04475 0.1 -0.1 1.0
C 2.10677 0.76700 0.24900 0.5 1.0 -1.2
C 2.84631 -0.07574 -0.55764 0.0 -0.8 0.4
C 2.87026 -1.45682 -0.27492 0.4 0.8 -1.0
Cl 3.81276 -2.50508 -1.26216 -0.2 0.1 0.3
C 2.13246 -1.92213 0.75997 -0.1 -1.8 1.3
P 2.13188 -3.73336 1.19225 0.0 -0.9 -0.5
O 1.57135 -4.56876 0.12345 -0.1 0.2 -0.2
N 1.39678 -1.08689 1.52371 0.3 0.4 -0.3
C 1.37184 0.22887 1.29720 -0.4 0.2 0.3
O 0.63351 0.94403 2.15167 -0.3 -0.4 0.0
H 3.67961 3.13946 1.13326 -0.3 0.3 0.0
H 2.11646 4.03867 1.26090 0.3 -0.1 -0.1
H 2.39551 2.53536 2.14994 -0.1 0.1 -0.2
H 2.79615 2.48685 -0.85321 -0.4 -0.2 -0.1
H 1.08347 2.54190 -0.36913 0.2 0.1 0.1
H 3.44696 0.27894 -1.39163 -0.2 0.2 0.2
H 3.48807 -3.99769 1.51021 -0.3 0.4 0.1
H 1.40892 -3.89525 2.40248 0.3 0.7 0.1
H 0.84144 -1.45763 2.29233 0.0 0.2 0.0
H -0.10132 1.39870 1.70842 0.2 0.2 0.0
C -1.72045 -1.75466 -0.59792 -0.1 0.0 -0.1
C -1.51089 -0.28629 -0.28472 0.0 -0.4 0.2
O -2.11810 0.55032 -1.26450 0.2 0.2 0.1
C -3.45080 0.68742 -1.14511 -0.3 0.0 -0.2
O -4.13063 0.18462 -0.29178 0.1 0.0 0.1
O -3.87323 1.45852 -2.13719 0.1 0.0 0.1
C -5.29685 1.62555 -2.18766 -0.4 0.1 -0.1
H -1.38741 -1.97864 -1.61182 0.1 0.0 0.1
H -1.16879 -2.38552 0.10289 0.0 0.0 0.0
H -2.77470 -2.01975 -0.53854 0.0 0.0 0.1
H -0.44374 -0.05982 -0.31348 0.0 0.2 -0.3
H -1.87625 -0.03363 0.71619 -0.2 0.0 -0.1
H -5.68612 1.96932 -1.23182 0.1 -0.1 0.0
H -5.77115 0.68982 -2.47867 0.0 0.0 0.1
H -5.50459 2.37714 -2.94375 0.2 0.0 0.0
```
Forces are in eV/Å.

Properties
Relative energy (zero: lowest compared OMol25 entry of this formula, charge and spin): 0.0 kcal/mol
2S+1: 1
Gap between HOMO and LUMO: 8.560 eV
Total charge: +1

***

Entry 2:
Formula: C11H18N
Source: the OMol25 dataset
Level of theory: ωB97M-V/def2-TZVPD

```
30
Properties=species:S:1:pos:R:3:forces:R:3
C -0.57652 1.98318 -0.10211 1.4 -2.6 -1.5
C -2.02848 -0.87784 0.42338 -1.1 -2.1 -0.9
C -1.14477 -1.76848 1.32170 0.4 0.8 -1.5
C -0.04999 -1.59946 -0.84514 -0.2 0.4 0.3
C -1.19003 -0.58913 -0.85419 0.7 1.0 1.5
C 0.26194 -1.63188 0.65560 -0.8 -1.3 -0.7
C -0.62812 0.74514 -0.57167 0.0 3.3 -0.1
C 1.02178 -0.36813 0.93716 1.5 0.2 1.1
C 0.64668 0.31711 2.26926 -2.0 -0.6 -1.8
C 2.12734 -0.05344 0.23654 1.0 2.2 3.5
C 0.35526 2.21600 -2.49830 -0.9 -2.6 -0.4
N 0.46134 1.64121 -1.10281 -4.3 1.1 -3.1
H -0.40576 2.89556 0.39390 -1.1 0.6 1.1
H -3.00656 -1.35500 0.10023 1.2 0.4 0.6
H -2.29095 -0.07341 1.05206 -0.4 1.6 -0.1
H -1.34177 -1.48296 2.32924 0.7 0.3 0.8
H -1.52913 -2.73781 1.25298 0.0 -1.8 -0.2
H -0.54587 -2.45911 -1.28894 0.7 -0.7 0.3
H 0.91670 -1.35248 -1.33909 -1.2 -0.1 -0.3
H -1.74778 -0.76677 -1.73588 -0.7 1.0 -1.1
H 0.91157 -2.50658 0.67307 0.1 0.0 1.3
H 1.30832 0.95540 2.79682 0.9 0.7 -0.2
H 0.50805 -0.56571 2.83933 -0.3 -0.5 1.3
H -0.38587 0.80487 2.18038 1.4 -0.6 0.3
H 2.68033 -0.50762 -0.52307 0.1 -1.2 -1.3
H 2.78973 0.72440 0.75391 -1.0 -0.7 -0.9
H 1.40437 1.49354 -0.91178 2.0 -0.8 1.4
H 0.92555 3.07577 -2.49952 1.4 1.8 -0.2
H -0.65738 2.47470 -2.94028 1.0 -0.8 1.2
H 0.84909 1.39949 -3.07380 -0.4 1.0 -0.3
```
Forces are in eV/Å.

Properties
Relative energy (zero: lowest compared OMol25 entry of this formula, charge and spin): 124.0 kcal/mol
2S+1: 1
Gap between HOMO and LUMO: 9.490 eV
Total charge: +1

***

Entry 3:
Formula: C11H18N3O
Source: the OMol25 dataset
Level of theory: ωB97M-V/def2-TZVPD

```
33
Properties=species:S:1:pos:R:3:forces:R:3
C -4.76568 0.39371 -0.33267 0.0 0.6 0.2
C -4.66896 0.00976 1.02455 1.9 -0.8 -0.8
C -3.66588 0.90367 -0.98603 -2.8 -0.8 -1.8
C -2.45000 0.65531 0.94261 -1.4 -0.9 -1.0
C -1.55787 1.94707 -0.84615 -0.2 -1.8 -1.8
C -0.02631 0.68047 1.11230 1.5 0.9 1.6
C 4.10532 -2.28250 -1.08393 0.3 2.2 -2.9
C 0.25778 0.29944 -0.18371 2.0 -3.0 -0.4
C 3.87763 -1.44384 0.16934 -1.7 -0.9 -0.2
C 1.81928 0.10328 -0.53111 -1.1 0.3 -2.0
C 2.40591 -0.95648 0.39782 2.2 2.1 -1.0
N -3.45224 0.01991 1.55723 -0.8 0.6 0.6
N -2.55959 1.20994 -0.30643 1.0 -0.5 1.3
N -1.28451 0.67989 1.61129 0.5 0.5 0.1
O 0.90788 1.27745 1.93825 -3.7 -0.7 0.5
H -5.75349 0.36533 -0.75101 0.0 -0.3 -0.8
H -5.45181 -0.59510 1.49442 0.2 0.7 0.2
H -3.65053 1.06323 -2.09906 -0.1 0.2 1.4
H -1.70581 2.13339 -1.85472 -0.4 1.2 -1.5
H -1.04740 2.55252 -0.21669 1.2 2.1 1.7
H 3.84818 -1.60273 -2.03610 1.3 -1.0 1.7
H 5.21613 -2.65315 -1.14209 -2.5 0.4 -0.1
H 3.28404 -2.96515 -1.30237 0.5 -1.0 0.8
H -0.39915 1.11647 -0.88837 -0.8 0.5 -0.1
H -0.31384 -0.64512 -0.49261 0.5 1.4 0.4
H 4.61098 -0.67703 0.24106 0.5 0.8 0.1
H 4.01974 -2.14165 0.96508 0.4 -0.2 1.0
H 2.36141 1.08259 -0.65578 -0.4 -0.8 0.7
H 1.86446 -0.29968 -1.57507 -0.3 0.4 0.7
H 1.76878 -1.75634 0.39043 -1.6 -2.4 -0.4
H 2.23106 -0.54978 1.35300 0.7 0.2 1.7
H -1.55082 0.68782 2.57459 1.0 0.0 1.1
H 1.72530 1.38729 1.51194 1.8 0.0 -1.1
```
Forces are in eV/Å.

Properties
Relative energy (zero: lowest compared OMol25 entry of this formula, charge and spin): 61.8 kcal/mol
2S+1: 1
Gap between HOMO and LUMO (alpha / beta): 7.411 / 7.412 eV
Total charge: +1

***

Entry 4:
Formula: C11H18O
Source: the OMol25 dataset
Level of theory: ωB97M-V/def2-TZVPD

```
30
Properties=species:S:1:pos:R:3:forces:R:3
C 0.45102 -0.58206 -3.43022 -0.6 -2.9 -0.6
C 0.37272 2.68364 -1.52290 1.4 -2.0 0.2
C 0.04140 1.59748 -2.31315 -1.8 0.1 -0.4
C 1.21796 2.36587 -0.44190 -1.6 1.1 1.5
C 0.64641 0.33819 -2.29343 0.5 1.3 1.3
C 1.72005 1.10673 -0.23637 0.9 -1.8 -1.5
C 1.57478 0.13586 -1.24090 -1.2 1.0 -1.5
O 1.18548 3.22405 0.64927 1.1 -0.3 -0.2
H 0.04120 3.67530 -1.75887 -0.5 0.3 0.4
H -0.94642 1.65377 -2.79767 0.9 0.3 -0.8
H 0.98965 4.09750 0.32398 -0.2 0.6 0.0
H 2.35738 0.68164 0.52673 -0.1 1.2 0.7
H 0.44971 -1.64003 -3.07059 1.0 0.5 -0.2
H 1.20133 -0.39988 -4.19010 0.6 -0.3 0.0
H 2.22616 -0.71321 -1.23095 -0.1 -0.7 0.2
H -0.44388 -0.75044 -4.06817 -0.3 1.6 0.9
C -0.55146 -1.25623 1.81418 1.0 1.0 0.9
C -1.34586 -1.08561 0.54989 -1.4 0.3 0.2
C -0.86599 -0.09084 2.78919 0.0 -0.3 -0.1
C -0.76905 -2.64939 2.47823 0.5 1.0 0.1
H 0.51730 -1.04240 1.58532 -0.5 -0.8 -0.1
H -1.35214 -0.08279 0.13809 1.1 0.2 -0.4
H -1.89622 0.27466 2.73635 0.1 -0.1 -0.2
H -0.71418 -0.42088 3.81029 0.2 0.1 0.3
H -0.17225 0.72490 2.58986 -0.2 0.2 0.0
H -1.52250 -3.13236 1.85989 -0.1 -0.6 0.6
H 0.13035 -3.25106 2.59322 0.2 -0.1 -0.8
H -2.42285 -1.08650 0.78858 0.1 -0.9 0.1
H -1.12420 -1.84934 -0.18629 0.0 0.0 -0.3
H -0.99588 -2.52654 3.54845 -0.9 0.0 -0.5
```
Forces are in eV/Å.

Properties
Relative energy (zero: lowest compared OMol25 entry of this formula, charge and spin): 44.7 kcal/mol
2S+1: 1
Gap between HOMO and LUMO: 9.220 eV
Total charge: 0

***

Entry 5:
Formula: C11H18O
Source: the OMol25 dataset
Level of theory: ωB97M-V/def2-TZVPD

```
30
Properties=species:S:1:pos:R:3:forces:R:3
C 3.29035 1.57355 -1.01486 -2.1 -2.0 -0.3
C 2.58292 0.07344 2.40814 -0.8 -2.1 -1.3
C 2.99444 1.03131 1.52865 -1.1 -0.1 -1.7
C 2.11877 -1.21861 2.05769 2.5 1.8 -1.8
C 3.00078 0.65149 0.16282 1.3 -0.3 0.4
C 2.41095 -1.68600 0.73109 0.4 4.6 3.9
C 2.97883 -0.72903 -0.11221 -2.9 -1.1 -2.6
O 1.73813 -2.03250 3.04245 -2.5 -1.1 2.7
H 2.59610 0.17963 3.42262 -0.1 1.0 2.7
H 3.04490 2.05226 1.88676 0.5 0.1 -0.3
H 1.09298 -1.66929 3.77008 2.0 -0.5 -2.5
H 2.05010 -2.60063 0.54388 -0.7 -3.4 -1.5
H 3.23881 2.60818 -0.72554 0.4 0.4 -0.4
H 2.58827 1.29823 -1.88133 0.4 0.9 1.4
H 2.82674 -1.10005 -1.20824 1.1 1.1 1.7
H 4.16661 1.13867 -1.41817 1.7 0.7 -0.4
C -2.60391 -0.00790 -0.86842 -1.5 -2.0 -0.6
C -2.79870 1.39356 -0.41040 2.3 2.7 -1.3
C -3.52428 -1.04539 -0.07963 0.4 1.1 0.0
C -3.00049 -0.28508 -2.37224 4.3 -1.1 0.0
H -1.58916 -0.30284 -0.74708 0.9 -0.2 0.2
H -3.27538 2.05403 -1.18004 0.6 -0.5 0.4
H -1.81673 1.89420 -0.04410 -1.2 -0.7 -1.2
H -3.93932 -0.69935 0.85901 0.7 0.5 0.6
H -4.43964 -1.07200 -0.63295 -0.5 -0.8 -0.7
H -3.08326 -2.02626 0.12077 -0.1 0.1 -0.5
H -2.48730 0.28260 -3.23322 0.4 -1.0 1.6
H -2.90071 -1.41963 -2.50714 -0.4 1.7 -0.3
H -3.91544 0.08717 -2.54163 -4.0 0.6 -0.2
H -3.34534 1.57624 0.44323 -1.8 -0.4 1.9
```
Forces are in eV/Å.

Properties
Relative energy (zero: lowest compared OMol25 entry of this formula, charge and spin): 71.0 kcal/mol
2S+1: 1
Gap between HOMO and LUMO: 8.717 eV
Total charge: 0

***

Entry 6:
Formula: C11H18P2
Source: the OMol25 dataset
Level of theory: ωB97M-V/def2-TZVPD

```
31
Properties=species:S:1:pos:R:3:forces:R:3
C -0.63789 -3.24559 0.04654 1.6 -1.4 -0.5
C 0.76282 -3.34376 0.01591 -0.4 0.5 1.7
C -1.27533 -2.07205 0.00317 -1.0 3.1 0.3
C 1.44487 -2.13889 0.07431 -0.8 -0.2 -0.2
C -0.59996 -0.84368 0.03381 0.3 -1.4 0.1
C 0.77874 -0.90065 0.11824 0.5 -0.1 -1.2
C 0.08443 1.94554 -0.13364 -0.7 -3.3 1.0
C -2.42626 0.98702 1.51085 1.3 2.1 0.5
C -2.44081 1.00046 -1.50711 1.1 -2.8 0.5
C 2.39421 0.99179 1.52037 -1.3 0.7 -0.5
C 2.31622 1.11269 -1.60544 -2.0 -1.2 1.3
P -1.41095 0.71997 0.02235 0.0 2.1 -1.5
P 1.53245 0.69669 -0.01729 -1.4 2.2 0.3
H -1.21259 -4.11469 0.04126 -0.8 -1.4 0.1
H 1.31023 -4.28250 0.27023 -0.6 0.7 -0.9
H -2.33115 -1.93061 0.04743 -0.8 -0.9 -0.2
H 2.48068 -2.26070 0.06280 1.7 0.5 0.2
H 0.16520 2.27301 -1.16513 -0.5 0.6 0.2
H 0.00488 2.68060 0.67906 0.4 0.0 -0.5
H -2.82559 0.03478 1.81238 -0.1 -0.4 0.3
H -3.29635 1.69367 1.24603 1.5 -0.8 0.7
H -1.64782 1.40706 2.34353 -2.3 -0.9 -1.8
H -2.80033 1.97718 -1.40999 -0.8 1.5 0.0
H -3.24138 0.22512 -1.43365 0.3 0.8 -0.3
H -1.88488 0.85205 -2.46931 -0.3 0.1 1.0
H 2.86260 1.97236 1.39902 1.0 -0.5 0.3
H 2.91315 0.04562 1.63095 0.9 0.5 0.7
H 1.62393 1.15527 2.31431 0.5 -0.6 -0.6
H 2.55071 2.15919 -1.50326 -0.2 0.5 -0.8
H 1.62745 0.64768 -2.36314 0.7 1.2 0.3
H 3.17872 0.55534 -1.58459 2.5 -1.2 -0.5
```
Forces are in eV/Å.

Properties
Relative energy (zero: lowest compared OMol25 entry of this formula, charge and spin): 30.5 kcal/mol
2S+1: 1
Gap between HOMO and LUMO: 10.082 eV
Total charge: +2